1.
Below is one molecule with the formula C13H14F4N2O4 at a distorted geometry, with properties calculated with ωB97M-V/def2-TZVPD.

Properties
HOMO level in eV: -9.008
E_LUMO in eV: 0.6
SMILES: CCOC(=O)N/N=C(/C)c1ccc(OC(F)F)cc1OC(F)F
Kohn-Sham gap in eV: 9.626

Geometry as XYZ:
```
37
C13H14F4N2O4, DFT ωB97M-V/def2-TZVPD
C 2.40 -5.20 0.58
C 0.88 -5.21 0.46
H 0.57 -5.90 -0.33
H 0.41 -5.47 1.40
O 0.37 -3.91 0.15
C 0.42 -3.55 -1.16
O 0.82 -4.23 -2.05
N -0.07 -2.27 -1.26
N -0.13 -1.66 -2.46
C -0.52 -0.46 -2.58
C -0.90 0.46 -1.48
C -2.16 1.05 -1.44
C -2.52 1.92 -0.43
C -1.60 2.21 0.58
C -0.34 1.63 0.58
C 0.00 0.77 -0.45
O 1.25 0.16 -0.57
C 2.24 0.45 0.28
F 2.53 1.78 0.33
F 1.97 0.10 1.56
H 3.15 -0.09 -0.04
H 0.35 1.83 1.38
O -2.04 3.08 1.55
C -1.13 3.66 2.38
F -1.73 4.70 2.97
F -0.76 2.82 3.38
H -0.21 4.02 1.89
H -3.49 2.38 -0.40
H -2.88 0.82 -2.21
C -0.59 0.10 -3.97
H 0.04 0.98 -4.05
H -1.61 0.39 -4.22
H -0.25 -0.66 -4.67
H -0.35 -1.81 -0.40
H 2.71 -4.47 1.33
H 2.74 -6.19 0.88
H 2.84 -4.94 -0.38
```

2.
Below is C59H53AuN3O3P2Si as an isolated structure, with properties calculated with ωB97M-V/def2-TZVPD.

Properties
HOMO level in eV: -9.580
E_LUMO in eV: -2.2
Total charge: +1
Kohn-Sham gap in eV: 7.381

Geometry as XYZ:
```
122
C59H53AuN3O3P2Si, DFT ωB97M-V/def2-TZVPD
Au 0.56 -0.53 -1.00
C 2.10 -1.93 -3.98
Si 0.48 -1.45 -3.19
C -0.75 -2.87 -3.07
C -0.64 -3.95 -3.94
C -1.50 -5.04 -3.86
C -2.50 -5.06 -2.90
C -2.63 -3.99 -2.02
C -1.76 -2.91 -2.09
P -1.89 -1.50 -0.93
C -2.02 -2.21 0.75
C -1.55 -3.48 1.05
C -1.47 -3.90 2.37
C -1.83 -3.05 3.40
C -2.27 -1.76 3.11
C -2.36 -1.35 1.79
C -3.53 -0.80 -1.33
C -3.61 -0.08 -2.52
C -4.80 0.48 -2.93
C -5.94 0.35 -2.15
C -5.87 -0.35 -0.95
C -4.68 -0.93 -0.54
C -0.19 -0.10 -4.29
C -0.68 -0.42 -5.56
C -1.01 0.57 -6.47
C -0.84 1.91 -6.12
C -0.37 2.24 -4.86
C -0.04 1.24 -3.95
P 0.57 1.59 -2.27
C -0.22 3.19 -1.95
C 0.52 4.31 -1.57
C -0.12 5.54 -1.43
C -1.48 5.65 -1.66
C -2.22 4.52 -2.01
C -1.60 3.30 -2.14
C 2.34 1.99 -2.43
C 2.86 2.57 -3.58
C 4.21 2.90 -3.65
C 5.04 2.65 -2.57
C 4.53 2.07 -1.42
C 3.18 1.73 -1.35
H 1.91 -2.37 -4.96
H 2.70 -1.03 -4.13
H 2.69 -2.64 -3.40
H 0.13 -3.95 -4.71
H -1.39 -5.87 -4.54
H -3.17 -5.90 -2.83
H -3.42 -4.00 -1.27
H -1.22 -4.15 0.26
H -1.11 -4.90 2.60
H -1.75 -3.37 4.43
H -2.53 -1.08 3.91
H -2.69 -0.34 1.58
H -2.72 0.03 -3.14
H -4.85 1.03 -3.87
H -6.87 0.79 -2.46
H -6.75 -0.46 -0.34
H -4.64 -1.49 0.38
H -0.82 -1.46 -5.84
H -1.40 0.31 -7.44
H -1.09 2.69 -6.82
H -0.27 3.29 -4.58
H 1.59 4.23 -1.42
H 0.46 6.41 -1.16
H -1.97 6.61 -1.56
H -3.29 4.61 -2.18
H -2.18 2.43 -2.43
H 2.22 2.77 -4.43
H 4.61 3.34 -4.55
H 6.09 2.91 -2.62
H 5.18 1.87 -0.58
H 2.80 1.26 -0.45
C -1.45 2.14 6.20
O -0.95 1.12 5.34
C 0.25 0.54 5.69
C 0.70 0.39 6.99
C 1.92 -0.23 7.23
C 2.69 -0.68 6.17
C 2.24 -0.52 4.86
C 1.01 0.07 4.61
N 0.47 0.31 3.34
C 0.78 -0.25 2.13
N 1.27 -1.49 2.20
C 1.54 -2.45 1.20
C 1.36 -2.31 -0.17
C 1.61 -3.46 -0.93
C 2.01 -4.66 -0.39
C 2.19 -4.78 0.98
C 1.97 -3.67 1.77
O 2.04 -3.68 3.14
C 3.00 -4.53 3.77
N 0.52 0.39 1.01
C 0.15 1.75 1.20
C -1.16 2.16 1.01
C -1.55 3.46 1.31
C -0.61 4.36 1.77
C 0.72 3.98 1.92
C 1.11 2.69 1.63
O 2.38 2.21 1.76
C 3.40 3.14 2.08
H -2.36 2.51 5.73
H -0.73 2.96 6.29
H -1.69 1.76 7.19
H 0.11 0.75 7.81
H 2.27 -0.35 8.24
H 3.64 -1.15 6.35
H 2.88 -0.83 4.04
H -0.23 1.04 3.32
H 1.29 -1.89 3.12
H 1.47 -3.45 -1.99
H 2.17 -5.52 -1.03
H 2.49 -5.72 1.42
H 2.74 -4.54 4.83
H 4.00 -4.12 3.64
H 2.96 -5.54 3.39
H -1.88 1.44 0.63
H -2.58 3.76 1.18
H -0.91 5.37 2.02
H 1.44 4.70 2.28
H 4.33 2.59 2.03
H 3.27 3.54 3.09
H 3.42 3.97 1.36
```

3.
Below is a 2-piece molecular cluster, C9H9NOS2 overall at a distorted geometry, with properties calculated with ωB97M-V/def2-TZVPD.

Properties
HOMO level (alpha / beta) in eV: -8.438 / -7.039
E_LUMO (alpha / beta) in eV: -0.3 / -0.5
Kohn-Sham gap (alpha / beta) in eV: 8.095 / 6.567

Geometry as XYZ:
```
22
C9H9NOS2, DFT ωB97M-V/def2-TZVPD
C -1.83 0.43 -1.15
C 1.97 0.17 -1.24
C -3.15 0.70 -1.25
C -2.49 0.53 1.15
C 2.72 2.15 -0.77
C -1.48 0.35 0.27
C 1.63 0.15 0.10
C 0.37 -2.13 0.65
C 0.86 -0.75 0.95
N 2.52 1.27 -1.71
O 0.93 -0.44 2.28
S -3.98 0.84 0.26
S 2.26 1.66 0.80
H -1.22 0.50 -1.99
H 1.98 -0.68 -2.03
H -3.75 0.83 -2.17
H -2.40 0.39 2.14
H 3.50 2.88 -0.82
H 1.18 -2.92 0.57
H -0.05 -2.29 -0.32
H -0.29 -2.45 1.46
H 0.72 -1.20 2.82
```

4.
Below is one molecule with the formula C2H4N2OS at a distorted geometry, with properties calculated with ωB97M-V/def2-TZVPD.

Properties
HOMO level in eV: -9.109
E_LUMO in eV: 0.5
SMILES: N/N=C\SC=O
Kohn-Sham gap in eV: 9.626

Geometry as XYZ:
```
10
C2H4N2OS, DFT ωB97M-V/def2-TZVPD
C 0.62 -0.08 -0.38
C 0.34 0.97 2.05
H -1.63 -0.89 -1.25
H -0.91 -1.57 -2.55
H 1.59 0.05 0.05
H -0.32 1.40 2.79
N -0.90 -0.73 -1.98
N 0.38 -0.61 -1.52
O 1.50 0.75 2.21
S -0.66 0.71 0.58
```

5.
Below is a 2-piece molecular cluster, C2H9N2S overall at a distorted geometry, with properties calculated with ωB97M-V/def2-TZVPD.

Properties
HOMO level in eV: -14.364
E_LUMO in eV: -5.1
Total charge: +1
Kohn-Sham gap in eV: 9.279

Geometry as XYZ:
```
14
C2H9N2S, DFT ωB97M-V/def2-TZVPD
C -1.49 -0.31 -0.72
C 1.21 0.40 0.37
N -1.19 -0.95 0.53
N 1.49 1.76 0.28
S 2.28 -0.67 -0.34
H -1.51 0.77 -0.68
H -0.76 -0.52 -1.43
H -2.43 -0.62 -1.31
H -1.94 -0.81 1.12
H 0.24 -0.01 0.73
H 2.37 2.05 -0.09
H -1.35 -1.99 0.38
H 1.17 2.59 0.74
H 1.91 -1.69 0.43
```

6.
Below is one molecule with the formula C4H7NO, with properties calculated with ωB97M-V/def2-TZVPD.

Properties
HOMO level in eV: -9.756
E_LUMO in eV: 1.0
SMILES: C/C=N/CC=O
Kohn-Sham gap in eV: 10.759

Geometry as XYZ:
```
13
C4H7NO, DFT ωB97M-V/def2-TZVPD
C 1.70 -0.84 -1.38
C 0.58 -0.04 -0.81
C -1.29 0.37 0.50
N -0.22 -0.50 0.06
C -1.22 0.60 2.00
O -1.63 1.60 2.53
H 2.67 -0.40 -1.12
H 1.64 -0.86 -2.47
H 1.66 -1.87 -0.99
H 0.47 0.99 -1.20
H -1.33 1.35 0.00
H -2.25 -0.15 0.31
H -0.78 -0.24 2.58
```

7.
Below is a 2-piece molecular cluster, C35H33BF2O4 overall at a distorted geometry, with properties calculated with ωB97M-V/def2-TZVPD.

Properties
HOMO level in eV: -5.315
E_LUMO in eV: -1.8
Kohn-Sham gap in eV: 3.528

Geometry as XYZ:
```
75
C35H33BF2O4, DFT ωB97M-V/def2-TZVPD
C -3.80 -2.93 2.27
C -2.45 -2.41 2.05
C -1.57 -2.02 3.03
C -0.66 -1.14 2.42
C -0.87 -1.11 1.02
B -1.10 0.20 -0.03
C -0.96 1.58 0.76
C -0.76 2.92 0.41
C -0.29 3.62 1.56
C -0.20 2.70 2.58
C 0.46 2.73 3.88
O -0.69 1.50 2.14
C -0.85 -0.30 -1.48
C -1.07 -1.55 -2.02
C -0.85 -1.47 -3.44
C -0.50 -0.17 -3.71
C -0.27 0.55 -4.94
O -0.45 0.55 -2.53
C -2.51 0.89 -0.05
C -3.14 1.57 -1.09
C -4.49 1.76 -0.74
C -4.67 1.14 0.48
C -5.91 1.04 1.25
O -3.48 0.59 0.90
O -1.99 -2.02 0.82
H -3.80 -3.33 3.29
H -4.54 -2.10 2.28
H -4.11 -3.73 1.58
H -1.71 -2.20 4.10
H 0.13 -0.66 2.98
H -1.03 3.38 -0.55
H 0.01 4.67 1.60
H 0.70 3.77 4.11
H -0.18 2.32 4.68
H 1.41 2.15 3.88
H -1.38 -2.43 -1.47
H -0.98 -2.28 -4.15
H 0.78 0.48 -5.24
H -0.86 0.09 -5.73
H -0.56 1.60 -4.82
H -2.72 1.91 -2.04
H -5.27 2.31 -1.28
H -6.73 1.28 0.55
H -6.09 0.03 1.65
H -5.97 1.79 2.06
C 3.52 -4.02 -3.84
C 2.77 -3.34 -2.75
C 2.89 -1.96 -2.65
F 3.55 -1.29 -3.65
C 2.35 -1.20 -1.63
C 1.74 -1.84 -0.53
C 1.39 -1.21 0.75
C 2.05 0.05 1.11
C 2.78 0.35 2.29
C 3.56 1.51 2.29
F 4.31 1.78 3.43
C 3.62 2.43 1.24
C 4.56 3.58 1.32
C 2.72 2.21 0.19
C 1.93 1.07 0.16
C 1.51 -3.23 -0.67
C 1.99 -3.96 -1.76
H 3.57 -5.09 -3.66
H 3.04 -3.85 -4.82
H 4.55 -3.64 -3.91
H 2.47 -0.12 -1.71
H 1.36 -1.94 1.57
H 2.76 -0.29 3.19
H 4.05 4.50 1.01
H 4.93 3.72 2.34
H 5.44 3.45 0.67
H 2.62 2.94 -0.63
H 1.19 0.94 -0.63
H 0.98 -3.76 0.13
H 1.78 -5.02 -1.86
```

Number 1: calculated total energy -35748.2505 eV. Number 2: calculated total energy -102800.9705 eV. Number 3: calculated total energy -34682.2600 eV. Number 4: calculated total energy -18000.1744 eV. Number 5: calculated total energy -16027.2382 eV. Number 6: calculated total energy -7798.1014 eV. Number 7: calculated total energy -51125.0396 eV.